Entry 1:
The following is a quantum chemistry calculation of an isolated ion of composition H2NO2S and charge -1, from the OMol25 dataset.

The net charge is -1. The lowest unoccupied orbital energy comes out at 4.2 eV.

Geometry (Å):
O 1.223 0.245 -0.477
N 0.451 -0.504 0.470
O -0.709 -0.974 0.000
S -1.869 0.620 -0.134
H 0.610 0.552 -1.260
H 0.295 0.061 1.401

***

Entry 2:
The following is a quantum chemistry calculation of a 2-piece molecular cluster, C2H4ClNO overall, from the OMol25 dataset.

The lowest unoccupied orbital energy comes out at 0.6 eV.

Geometry (Å):
H -0.652 -1.044 0.294
N -1.093 -0.627 -0.526
C -1.960 0.299 -0.380
Cl -2.604 0.811 1.196
H -2.294 1.048 -1.102
C 2.143 -0.039 0.150
O 2.704 -1.089 0.343
H 1.120 -0.210 -0.242
H 2.635 0.850 0.265

***

Entry 3:
The following is a quantum chemistry calculation of one molecule with the formula C6H7NO4S, from the OMol25 dataset.

The lowest unoccupied orbital energy (spin up / spin down) comes out at -0.7 / -0.7 eV.

Geometry (Å):
C 2.075 -1.009 1.118
C 1.318 -0.110 1.672
C 1.987 -1.472 -0.322
C -1.215 1.159 -1.328
C -2.309 0.632 -0.294
C -0.573 -0.803 -0.563
N 0.436 0.911 1.646
O -0.654 0.848 2.242
O 0.886 1.894 1.002
O -0.220 0.158 -1.350
O -1.734 -0.624 0.072
S 0.354 -2.210 -0.449
H 2.800 -1.541 1.673
H 2.115 -0.706 -0.972
H 2.722 -2.379 -0.481
H -1.642 1.097 -2.395
H -0.763 2.260 -1.172
H -2.172 1.420 0.533
H -3.412 0.475 -0.631

***

Entry 4:
The following is a quantum chemistry calculation of a 15-piece molecular cluster, H29O15 overall, from the OMol25 dataset.

The net charge is -1. The lowest unoccupied orbital energy comes out at 2.4 eV.

Geometry (Å):
O -2.018 -0.487 -1.213
H -2.038 0.292 -1.769
H -0.041 -2.937 1.655
O -0.516 1.971 1.777
H 0.128 1.417 1.323
H -3.635 -1.356 -2.570
O 0.094 -3.883 1.446
H 0.787 -2.220 -0.950
H 1.113 3.346 1.674
O 2.431 -0.414 -2.648
H 0.315 -4.832 -1.414
H 1.886 -0.843 -1.968
O -0.387 4.959 -2.179
H -0.995 4.308 -1.830
H 0.921 1.467 -1.619
O -0.081 -1.135 2.051
H 3.890 -0.702 2.472
H -0.210 -1.137 1.069
O 0.646 -1.369 -0.528
H -0.081 4.854 -3.076
H -0.997 1.336 2.299
O -2.799 4.068 1.136
H -2.821 4.354 2.048
H -1.073 -0.660 -1.025
O 1.144 -4.760 -0.956
H 0.918 -4.306 -0.120
H -0.756 -4.261 1.698
O 3.712 -1.039 3.347
H 3.204 -0.886 -2.940
O 3.073 1.511 1.406
H 3.025 0.753 0.803
H 2.786 -1.115 3.570
O -2.471 -3.245 0.021
H -3.263 -3.021 -0.480
H -1.831 -2.626 -0.344
O 0.560 1.092 -0.816
H 0.594 0.050 -0.778
H -2.306 3.250 1.004
O 1.104 4.301 1.661
H 0.806 -0.769 2.113
H 2.280 1.921 1.023
O -4.260 -1.268 -3.304
H 1.020 4.576 0.743
H -3.858 -0.557 -3.812

***

Entry 5:
The following is a quantum chemistry calculation of one molecule with the formula C4H6O, from the OMol25 dataset.

The lowest unoccupied orbital energy comes out at 0.2 eV.

Geometry (Å):
C 0.510 0.078 -1.909
C -0.470 0.190 -1.195
C -0.050 -0.305 0.134
C 0.000 0.786 1.155
O -0.867 -1.356 0.512
H 1.091 -0.080 -2.764
H 1.041 -0.654 0.046
H 0.242 0.340 2.118
H -0.971 1.271 1.221
H 0.752 1.544 0.917
H -1.229 -1.821 -0.256

***

Entry 6:
The following is a quantum chemistry calculation of C20H30InO32S7 as an isolated structure, from the OMol25 dataset.

The net charge is +1. The lowest unoccupied orbital energy comes out at -8.3 eV.

Geometry (Å):
In 3.914 -18.389 -27.250
C 4.978 -21.703 -21.067
C 5.205 -20.966 -22.299
C 6.432 -19.890 -22.369
O 6.698 -19.277 -23.428
C 7.289 -19.786 -21.109
C 7.092 -20.594 -20.056
C 5.893 -21.506 -20.023
O 5.464 -22.079 -18.903
O 8.077 -20.650 -19.172
O 4.466 -21.026 -23.296
H 4.053 -22.259 -21.029
H 8.198 -19.217 -21.238
C 5.787 -15.326 -18.964
C 6.569 -14.252 -19.683
O 6.047 -12.980 -19.209
S 5.174 -13.095 -17.809
O 3.911 -12.277 -17.807
O 6.113 -12.894 -16.655
O 4.888 -14.732 -18.076
H 6.427 -15.941 -18.330
H 5.188 -15.978 -19.600
H 6.440 -14.280 -20.765
H 7.629 -14.391 -19.469
C 13.853 -19.613 -19.814
C 14.382 -20.270 -18.519
O 15.706 -20.692 -18.731
S 16.473 -19.588 -19.688
O 17.470 -20.171 -20.599
O 16.966 -18.663 -18.678
O 15.030 -19.238 -20.464
H 13.358 -18.678 -19.554
H 13.174 -20.146 -20.480
H 13.753 -21.072 -18.132
H 14.337 -19.544 -17.707
C 8.150 -24.921 -25.936
C 8.497 -24.582 -24.443
O 9.513 -23.615 -24.439
S 9.846 -23.177 -26.009
O 11.261 -22.988 -26.151
O 8.979 -22.155 -26.553
O 9.320 -24.646 -26.625
H 7.386 -24.201 -26.229
H 7.697 -25.909 -26.019
H 8.912 -25.453 -23.935
H 7.665 -24.420 -23.758
C 4.564 -19.813 -13.758
C 3.163 -20.218 -14.023
O 2.918 -21.120 -12.970
S 4.064 -21.162 -11.701
O 4.870 -22.361 -11.874
O 3.480 -20.915 -10.397
O 4.847 -19.890 -12.386
H 4.807 -18.800 -14.080
H 5.315 -20.525 -14.101
H 3.244 -20.764 -14.962
H 2.435 -19.406 -14.011
C 2.426 -26.615 -17.433
C 3.078 -26.656 -16.090
O 2.132 -26.480 -15.122
S 0.606 -26.736 -15.663
O -0.322 -25.742 -15.116
O 0.275 -28.177 -15.676
O 1.096 -26.213 -17.185
H 2.505 -27.572 -17.948
H 3.001 -25.976 -18.103
H 4.023 -26.116 -16.040
H 3.589 -27.579 -15.816
C 9.728 -25.618 -18.870
C 9.557 -25.522 -17.391
O 10.436 -26.453 -16.753
S 11.695 -26.915 -17.740
O 12.011 -28.272 -17.253
O 12.760 -25.892 -17.837
O 10.548 -26.757 -19.000
H 10.405 -24.853 -19.250
H 8.834 -25.570 -19.492
H 8.535 -25.754 -17.093
H 9.694 -24.490 -17.069
C 11.248 -17.069 -25.146
C 10.885 -15.630 -25.440
O 10.725 -15.462 -26.858
S 10.457 -16.987 -27.582
O 11.234 -17.152 -28.814
O 9.020 -17.391 -27.635
O 11.330 -17.659 -26.397
H 10.603 -17.592 -24.440
H 12.199 -17.094 -24.615
H 11.648 -14.921 -25.119
H 9.904 -15.313 -25.086

***

Entry 7:
The following is a quantum chemistry calculation of one molecule with the formula C5H7ClOS, from the OMol25 dataset.

The lowest unoccupied orbital energy comes out at 0.4 eV.

Geometry (Å):
O 1.373 1.368 -1.214
C 0.532 1.008 -0.251
C 1.053 -0.036 0.937
Cl 2.094 -1.285 0.067
C -0.217 -0.635 1.427
C -1.239 -0.446 0.581
C -0.847 0.397 -0.550
S -1.045 -0.539 -2.082
H 1.299 0.638 -1.877
H 0.383 1.944 0.234
H 1.584 0.574 1.749
H -0.152 -1.475 2.129
H -2.226 -0.943 0.728
H -1.519 1.298 -0.637
H -1.072 -1.868 -1.242

***

Entry 8:
The following is a quantum chemistry calculation of one molecule with the formula CH4N3P, from the OMol25 dataset.

As for the spin multiplicity: 3. The lowest unoccupied orbital energy (spin up / spin down) comes out at 1.1 / -1.9 eV.

Geometry (Å):
C 0.972 -0.761 -0.065
N -0.891 -1.167 -0.722
N -1.467 -0.145 -0.633
N -0.972 0.961 -0.172
P 0.755 0.963 0.348
H 1.101 -1.458 0.751
H 1.588 -0.964 -0.928
H -1.522 1.801 -0.287
H 0.436 0.770 1.709

***

Largest force on an atom / eV Å⁻¹: 2.96; 4.57; 4.55; 1.55; 3.23; 7.18; 4.30; 4.82
DFT total energy / Eh: -604.509375; -668.725570; -986.434953; -1146.063075; -231.096643; -6164.293059; -1128.271624; -545.897477